Version P
Here is one molecule with the formula C4H11NSi from OMol25. Energies are from ωB97M-V with the def2-TZVPD basis set.

Each line ends with the natural charge from an NBO analysis.
Geometry (Å):
C: 1.32 1.66 -0.12  -0.13
C: 0.89 -1.75 0.93  -1.10
C: -0.50 -0.45 -1.76  -1.14
C: -1.60 -0.06 1.15  -1.10
N: 0.62 2.67 -0.38  -0.69
Si: 0.02 -0.22 0.07  1.50
H: 2.48 1.70 -0.07  0.15
H: 0.45 -2.68 1.05  0.24
H: 1.73 -1.89 0.23  0.22
H: 1.35 -1.35 1.95  0.24
H: -0.09 -1.25 -2.42  0.25
H: -1.60 -0.23 -1.79  0.25
H: -0.04 0.50 -2.24  0.25
H: -2.12 -1.01 0.98  0.23
H: -1.63 -0.01 2.29  0.25
H: -2.27 0.70 0.75  0.23
H: 0.96 3.67 -0.61  0.36

HOMO-LUMO gap: 9.4664 eV
SMILES: [H]/N=C/[Si](C)(C)C



Version Q
Here is one molecule with the formula C4H11NSi from OMol25. Energies are from ωB97M-V with the def2-TZVPD basis set.

Each line ends with the natural charge from an NBO analysis.
Geometry (Å):
C: 2.70 0.27 -0.36  -0.02
C: -0.71 -1.64 0.06  -1.10
C: -0.77 0.76 -1.64  -1.11
C: -0.22 1.47 1.55  -1.09
N: 1.63 -0.14 0.23  -0.83
Si: -0.10 0.19 0.10  1.70
H: 3.75 -0.01 -0.13  0.17
H: 2.50 0.69 -1.41  0.13
H: -0.22 -2.31 0.91  0.25
H: -1.75 -1.76 0.04  0.22
H: -0.45 -2.11 -1.00  0.24
H: -1.84 0.84 -1.60  0.24
H: -0.26 1.68 -2.09  0.24
H: -0.40 -0.15 -2.20  0.23
H: 0.54 2.29 1.47  0.25
H: -1.21 1.97 1.71  0.23
H: -0.01 1.04 2.51  0.24

HOMO-LUMO gap: 9.6772 eV
SMILES: C=N[Si](C)(C)C



Most stable structure, least stable structure: version Q, version P.



Version P
Here is an isolated ion of composition C5H9N and charge +1 from OMol25. Energies are from ωB97M-V with the def2-TZVPD basis set.

Each line ends with the natural charge from an NBO analysis.
Geometry (Å):
N: 1.40 -0.26 -1.14  -0.70
C: 0.30 -0.71 -0.45  0.35
C: -0.42 0.08 0.39  -0.13
C: -0.23 1.52 0.40  -0.23
C: -1.13 2.31 1.07  -0.13
C: 0.06 -2.27 -0.52  -0.68
H: 2.36 -0.47 -0.88  0.44
H: 1.45 0.86 -1.26  0.40
H: -1.16 -0.21 1.08  0.25
H: 0.62 2.06 -0.07  0.22
H: -1.02 3.27 1.15  0.19
H: -1.87 1.88 1.88  0.22
H: -0.46 -2.73 0.40  0.26
H: 0.88 -2.94 -0.81  0.27
H: -0.80 -2.39 -1.24  0.27

multiplicity: 2
HOMO-LUMO gap (spin up / spin down): 9.5584 / 7.9895 eV
total charge: +1



Version Q
Here is an isolated ion of composition C5H9N and charge +1 from OMol25. Energies are from ωB97M-V with the def2-TZVPD basis set.

Each line ends with the natural charge from an NBO analysis.
Geometry (Å):
C: 0.13 0.22 -1.51  -0.69
N: -2.23 -0.75 0.01  -0.64
C: -1.16 -0.26 0.62  0.15
C: -0.02 0.24 -0.02  0.07
C: 1.11 0.49 0.83  -0.24
C: 2.39 0.31 0.41  -0.18
H: 0.59 -0.72 -1.80  0.26
H: -0.84 0.45 -1.97  0.24
H: 0.73 1.06 -1.85  0.26
H: -2.28 -1.05 -0.95  0.42
H: -2.82 -1.36 0.56  0.42
H: -1.11 -0.57 1.66  0.23
H: 0.97 0.50 1.90  0.24
H: 2.80 -0.12 -0.50  0.22
H: 3.15 0.67 1.10  0.22

multiplicity: 2
HOMO-LUMO gap (spin up / spin down): 9.3196 / 8.3217 eV
total charge: +1



Most stable structure, least stable structure: version Q, version P.



Version P
Here is a 4-piece molecular cluster, H8O4 overall from OMol25. Energies are from ωB97M-V with the def2-TZVPD basis set.

Each line ends with the natural charge from an NBO analysis.
Geometry (Å):
O: -31.83 -3.70 -21.96  -0.94
H: -32.68 -3.81 -22.42  0.47
H: -32.06 -3.72 -21.03  0.47
O: -35.43 -6.23 -18.68  -0.97
H: -35.13 -6.74 -17.92  0.46
H: -34.66 -6.22 -19.30  0.49
O: -33.06 -6.26 -20.36  -0.99
H: -32.74 -5.85 -21.18  0.48
H: -32.29 -6.77 -20.03  0.50
O: -30.87 -7.39 -18.79  -0.95
H: -29.94 -7.60 -18.95  0.48
H: -30.87 -6.46 -18.50  0.48

HOMO-LUMO gap: 11.0116 eV
SMILES: O.O.O.O



Version Q
Here is a 4-piece molecular cluster, H8O4 overall from OMol25. Energies are from ωB97M-V with the def2-TZVPD basis set.

Each line ends with the natural charge from an NBO analysis.
Geometry (Å):
O: -9.15 -26.40 4.22  -0.94
H: -10.06 -26.16 4.18  0.45
H: -9.08 -26.39 5.17  0.47
O: -9.19 -23.93 7.31  -0.96
H: -9.19 -23.51 6.42  0.47
H: -9.19 -24.89 7.13  0.48
O: -8.69 -26.69 6.88  -0.98
H: -9.01 -27.00 7.74  0.49
H: -7.88 -27.18 6.66  0.51
O: -5.70 -26.24 7.44  -0.96
H: -6.16 -25.68 8.05  0.48
H: -4.87 -26.57 7.84  0.48

HOMO-LUMO gap: 11.4844 eV
SMILES: O.O.O.O



Version R
Here is H8O4 as an isolated structure from OMol25. Energies are from ωB97M-V with the def2-TZVPD basis set.

Each line ends with the natural charge from an NBO analysis.
Geometry (Å):
H: 0.86 0.85 -0.01  0.47
H: 2.22 1.56 0.16  0.46
H: 4.23 -0.01 -0.02  0.46
H: 3.07 -0.91 0.58  0.47
H: -2.44 -0.05 1.28  0.47
H: -1.88 -1.03 0.24  0.47
H: -3.79 0.72 -0.24  0.46
H: -2.87 0.02 -1.22  0.48
O: 1.81 0.70 -0.03  -0.94
O: 3.43 -0.59 -0.19  -0.92
O: -1.80 -0.10 0.48  -0.93
O: -3.36 -0.15 -0.36  -0.94

HOMO-LUMO gap: 8.2732 eV



Most stable structure, least stable structure: version P, version R.



Version P
Here is a 4-piece molecular cluster, H8O4 overall from OMol25. Energies are from ωB97M-V with the def2-TZVPD basis set.

Each line ends with the natural charge from an NBO analysis.
Geometry (Å):
H: 1.12 0.60 0.34  0.49
H: 2.32 -0.23 0.42  0.48
H: -0.52 -0.39 1.27  0.48
H: -1.79 -0.58 0.53  0.50
H: -0.75 1.03 -0.26  0.50
H: 0.07 2.12 -0.77  0.47
H: -0.25 -0.74 -1.43  0.48
H: 0.16 -1.33 -0.07  0.48
O: 1.43 -0.25 0.70  -0.97
O: -1.32 0.09 1.12  -0.95
O: -0.12 1.20 -0.95  -0.98
O: -0.36 -1.54 -0.91  -0.98

HOMO-LUMO gap: 11.3558 eV
SMILES: O.O.O.O



Version Q
Here is a 4-piece molecular cluster, H8O4 overall from OMol25. Energies are from ωB97M-V with the def2-TZVPD basis set.

Each line ends with the natural charge from an NBO analysis.
Geometry (Å):
H: -0.01 -0.52 1.25  0.46
H: -0.19 -0.62 -0.37  0.47
H: 4.05 -0.84 -0.66  0.46
H: 3.84 0.62 -0.53  0.46
H: -2.48 -1.24 -0.04  0.46
H: -3.89 -0.85 -0.34  0.48
H: -0.73 2.37 0.52  0.46
H: -0.99 0.89 0.36  0.46
O: 0.45 -0.76 0.43  -0.92
O: 3.47 -0.18 -0.21  -0.92
O: -2.97 -0.51 -0.34  -0.94
O: -0.54 1.64 -0.06  -0.93

HOMO-LUMO gap: 11.1749 eV
SMILES: O.O.O.O



Most stable structure, least stable structure: version P, version Q.